# 1
ORCA calculation (ωB97M-V/def2-TZVPD) on a 2-piece molecular cluster, C6H14O overall in a non-equilibrium geometry.

Structure (XYZ):
```
21
Properties=species:S:1:pos:R:3:mulliken_charge:R:1
O 4.4500 -0.1149 -1.3304 -0.63
C 0.6308 0.5003 -0.2218 -0.80
C -1.8983 0.2775 -0.0315 0.02
C -0.5503 0.0372 0.6091 0.63
C -0.3577 -0.3488 1.8683 -1.04
C 0.9919 -0.2561 -1.4915 -1.01
C -3.0867 -0.1075 0.8267 -1.52
H -1.9196 1.3830 -0.0692 0.24
H -1.9446 -0.1400 -1.0284 0.29
H -4.0356 0.0397 0.3116 0.38
H 0.1722 -0.5717 -2.1306 0.35
H 4.9639 0.5826 -0.8940 0.31
H 1.4979 0.5642 0.4326 0.31
H 1.6523 0.3550 -2.0944 0.30
H -3.0984 0.3873 1.8034 0.35
H -3.1191 -1.1909 1.0171 0.36
H 4.2355 -0.7163 -0.6035 0.31
H 0.4372 1.5450 -0.4886 0.34
H -1.2098 -0.6560 2.4593 0.28
H 1.5675 -1.1507 -1.2698 0.24
H 0.6208 -0.4190 2.3258 0.29
```

Properties
- Total energy: -8495.8729 eV
- HOMO-LUMO gap: 10.041 eV
- Lowest unoccupied orbital energy: 0.78 eV
- SMILES string: C=C(CC)CC.O
- ΔE to the lowest compared entry with this formula, charge and spin: 1.019 eV
- Net charge: 0

# 2
ORCA calculation (ωB97M-V/def2-TZVPD) on C30H29N3O3SW as an isolated structure in a non-equilibrium geometry.

Structure (XYZ):
```
67
Properties=species:S:1:pos:R:3:mulliken_charge:R:1
W 0.0668 0.2461 0.4725 -1.43
S 0.2036 0.8385 3.8339 0.42
O -0.3658 0.5149 2.2930 0.15
O -1.1437 2.1251 -2.9779 -0.36
O 3.5198 -2.0256 0.0801 -0.39
N 1.2172 0.0880 -1.4390 0.09
N 1.5607 -0.9349 0.7533 1.06
N -0.8896 1.0730 -0.9182 0.84
C 2.3253 -2.1321 2.8030 0.47
C -1.1644 4.6749 5.6094 -0.44
C -0.8070 -2.1705 0.5772 -1.28
C -2.9822 2.0995 -0.0637 -0.24
C -0.6811 -0.4425 4.7107 -1.00
C 2.6574 -0.0888 -3.7999 -0.42
C 3.6272 -1.4107 2.9441 -2.04
C 3.1268 -0.7064 -2.6394 -0.90
C 0.5194 3.3208 4.5742 -0.28
C 1.9844 -3.1661 3.6674 -0.61
C 0.1489 4.5044 5.1921 -0.88
C -2.1293 3.6788 5.4163 -0.90
C 0.7708 0.6765 -2.5583 0.73
C 0.0974 -2.4910 1.7361 1.87
C -1.5811 2.0102 -0.0933 1.07
C 2.6719 -1.2594 -0.1956 0.16
C -2.6655 3.9683 1.4593 -0.98
C 2.3669 -0.5935 -1.4860 0.54
C -0.1890 -3.5136 2.6211 -1.09
C -0.7146 2.8682 0.6274 1.66
C -1.7839 2.4891 4.8141 -0.43
C 1.4495 0.6114 -3.7629 -0.84
C 1.3624 -1.8267 1.8207 0.26
C -3.4969 3.1127 0.7444 -0.65
C 0.7805 2.7137 0.4463 -1.08
C 0.7741 -3.8608 3.5675 -0.94
C -1.2780 3.8462 1.4279 -1.17
C -0.4512 2.3173 4.4008 0.81
C -0.5130 1.3887 -2.3151 0.06
C -3.8602 1.2429 -0.9131 -1.75
H 1.1192 2.8117 -0.5850 0.46
H 0.8844 5.2782 5.3639 0.49
H 1.3054 3.4511 1.0613 0.59
H 2.6833 -3.4512 4.4446 0.59
H -0.3750 -2.3566 -0.4119 0.36
H 1.3387 1.7907 0.8869 0.26
H 3.5928 -0.3924 2.5507 0.29
H -1.7635 -2.7019 0.6261 0.61
H 1.0392 1.0994 -4.6393 0.57
H -0.1716 -1.3828 4.5118 0.18
H -1.7256 -0.4659 4.4008 0.39
H -2.5231 1.7084 4.6869 0.40
H -1.1170 -4.0658 2.5543 0.55
H 0.5830 -4.6850 4.2434 0.48
H 1.5476 3.1564 4.2762 0.52
H -0.6541 4.5359 1.9813 0.63
H -1.3356 -1.1240 0.5519 0.39
H -4.1017 1.7755 -1.8367 0.39
H 4.4134 -1.9503 2.4171 0.46
H -3.1071 4.7647 2.0437 0.56
H 4.0491 -1.2747 -2.6213 0.58
H -4.5697 3.2532 0.7907 0.59
H -3.1414 3.8379 5.7628 0.51
H 3.2208 -0.1587 -4.7227 0.53
H -0.5977 -0.1674 5.7642 0.61
H -4.7987 1.0296 -0.4040 0.54
H -3.3929 0.2976 -1.1947 0.29
H 3.9177 -1.3554 3.9919 0.58
H -1.4499 5.5923 6.1090 0.50
```

Properties
- Total energy: -54810.8593 eV
- HOMO-LUMO gap (spin up / spin down): 6.060 / 5.223 eV
- Lowest unoccupied orbital energy (spin up / spin down): -14.56 / -15.37 eV
- Net charge: +4